Here is a 6-piece molecular cluster, C80H180NO3P5 overall at a distorted geometry from the Open Molecules 2025 dataset. Energies are from ωB97M-V with the def2-TZVPD basis set.

XYZ file:
```
269
Properties=species:S:1:pos:R:3:forces:R:3:mulliken_charge:R:1
C 4.0707 -4.1002 -7.4377 0.481 0.112 -0.023 -1.266
C 3.4502 -2.8301 -6.9004 -1.656 1.788 0.330 -0.716
C 2.7759 -2.6693 -5.4681 0.689 -0.139 -1.137 -0.637
C 2.2363 -1.2116 -5.2455 -0.397 -0.693 1.089 -1.213
P 1.4042 -0.9554 -3.6002 -0.544 0.379 -0.585 0.488
C 0.0729 -2.1660 -3.3427 -0.204 0.030 0.228 -0.964
C -1.3143 -1.7616 -3.9142 0.767 -0.123 -1.021 1.529
C -1.4773 -1.9734 -5.4486 0.061 0.197 0.763 -0.395
C -2.7875 -1.4257 -5.9583 -0.605 0.484 -0.059 -1.459
C 0.6640 0.7454 -3.5545 0.681 0.068 -0.238 -0.962
C -0.0856 1.2717 -4.8222 1.437 -0.324 0.192 0.385
C -0.0933 2.7901 -5.0056 -1.692 0.133 -0.733 -0.280
C -0.7307 3.1830 -6.3620 -0.541 0.381 0.612 -1.781
C 2.5774 -1.1779 -2.2106 0.224 0.523 -0.553 0.198
C 3.8364 -0.3012 -2.2532 0.684 0.590 1.304 -1.201
C 4.7707 -0.5237 -0.9658 -2.078 -0.560 -0.871 -0.173
C 6.1025 0.1174 -1.0569 0.458 -0.486 0.032 -1.321
H 3.6387 -5.0366 -7.0847 0.146 0.116 0.429 0.340
H 5.1510 -4.0439 -7.3033 -0.035 -0.579 0.170 0.306
H 3.8938 -4.1266 -8.5129 0.135 0.102 -0.031 0.352
H 2.6504 -2.5873 -7.6000 -0.527 -0.034 0.086 0.316
H 4.0501 -1.9320 -7.0478 0.776 -0.288 0.087 0.464
H 3.4571 -2.9768 -4.6747 0.176 0.189 0.090 0.387
H 1.9809 -3.4149 -5.4816 -0.398 0.253 0.328 0.240
H 1.5319 -0.9179 -6.0238 -0.091 -0.137 0.019 0.772
H 2.9633 -0.4015 -5.1882 0.638 -0.275 -0.400 0.736
H 0.0019 -2.2679 -2.2598 -0.047 0.276 0.252 -0.324
H 0.4720 -3.1285 -3.6627 -0.201 -0.150 -0.409 1.271
H -1.4324 -0.7080 -3.6612 -0.454 -0.117 0.112 -1.258
H -2.1160 -2.3385 -3.4532 0.124 0.170 0.280 0.130
H -1.3887 -3.0441 -5.6326 0.111 -0.026 -0.251 0.561
H -0.7265 -1.4369 -6.0287 0.477 -0.221 0.178 0.047
H -3.6840 -1.8626 -5.5183 0.084 -0.334 -0.009 0.361
H -2.8632 -1.4745 -7.0445 -0.021 -0.255 0.044 0.413
H -2.8626 -0.3644 -5.7216 0.079 0.201 0.060 0.244
H 1.4940 1.4140 -3.3260 0.339 0.025 -0.156 0.968
H 0.1029 0.7929 -2.6213 -0.421 -0.173 0.027 -0.060
H -1.0611 0.7856 -4.8343 -0.163 0.603 -0.311 -0.417
H 0.4449 0.9790 -5.7283 0.035 -0.724 0.009 0.557
H 0.8555 3.3262 -5.0238 0.359 -0.719 0.619 0.322
H -0.7652 3.2389 -4.2740 0.303 0.215 0.423 0.053
H -0.1724 2.9073 -7.2567 0.082 -0.070 0.166 0.394
H -0.8640 4.2642 -6.3247 0.311 0.154 -0.352 0.446
H -1.7618 2.8396 -6.4450 0.053 -0.454 -0.077 0.340
H 2.8271 -2.2388 -2.1918 0.053 -0.141 0.010 1.171
H 2.0307 -0.9298 -1.3008 -0.358 -0.028 0.026 -0.633
H 3.5681 0.7495 -2.3637 -0.302 0.211 0.448 0.221
H 4.4659 -0.4229 -3.1347 0.065 -0.723 -0.059 0.514
H 4.7762 -1.6076 -0.8504 0.753 -0.298 -0.273 0.655
H 4.4255 -0.2577 0.0333 -1.221 0.557 -0.307 -0.088
H 6.5760 -0.1854 -1.9909 0.499 0.302 0.175 0.438
H 6.6218 -0.2592 -0.1757 0.678 0.141 -0.289 0.406
H 6.0369 1.1998 -0.9472 0.043 0.056 -0.295 0.112
C 6.5717 7.7390 -4.3016 -0.323 -1.230 -0.254 -1.154
C 7.2904 8.6518 -3.3629 -0.422 0.662 1.242 -0.531
C 7.9325 7.9871 -2.1440 0.599 -1.075 0.870 -0.668
C 7.0070 7.2298 -1.1345 -0.920 0.215 -0.433 -1.157
P 7.6781 6.5445 0.4150 2.224 -0.759 -2.229 1.459
C 9.0110 5.2937 -0.1652 -0.789 1.048 0.642 -1.347
C 8.5656 3.8750 -0.3734 0.472 -0.711 -0.668 -0.273
C 9.7657 2.8900 -0.5274 -0.617 -0.989 1.530 -0.798
C 9.3417 1.3889 -0.5737 0.769 0.738 -0.243 -1.292
C 8.5752 7.8251 1.3422 -0.360 -0.505 0.685 -1.249
C 9.1062 7.3592 2.7824 -0.664 0.805 -1.677 -0.538
C 9.5931 8.5025 3.6457 0.997 0.502 -1.207 -0.528
C 10.7178 9.3192 2.9779 -0.246 0.836 -0.267 -1.284
C 6.3703 5.7522 1.3553 -0.831 0.437 0.478 -1.432
C 5.2955 4.9428 0.5796 0.449 -0.057 0.121 -0.382
C 4.2962 4.1904 1.4649 1.321 0.170 1.172 0.396
C 3.5437 3.1252 0.7395 -0.405 -0.431 -0.800 -0.248
H 7.2421 6.9977 -4.7365 0.416 0.346 -0.439 0.322
H 6.0740 8.3096 -5.0857 0.057 -0.198 -0.025 0.374
H 5.8570 7.0529 -3.8473 -0.530 0.421 0.379 0.216
H 6.6141 9.3891 -2.9302 -0.245 0.299 -0.396 0.350
H 8.0161 9.1895 -3.9731 0.305 0.098 0.473 0.350
H 8.4728 8.6424 -1.4608 0.244 0.668 -0.693 0.360
H 8.6660 7.2879 -2.5455 0.186 -0.255 0.248 0.257
H 6.4191 6.4509 -1.6201 0.279 -0.492 -0.051 0.500
H 6.1925 7.8558 -0.7702 -0.054 0.674 -0.028 0.664
H 9.7769 5.3054 0.6103 0.151 0.197 -0.026 0.531
H 9.4122 5.6942 -1.0962 0.140 0.324 0.173 0.470
H 7.9622 3.7972 -1.2778 -0.337 0.021 0.010 0.282
H 7.9526 3.6284 0.4936 0.018 -0.699 -0.053 0.304
H 10.3064 2.9108 0.4188 0.260 0.475 0.129 0.359
H 10.5224 3.1098 -1.2806 -0.479 0.342 -0.319 0.502
H 8.7589 1.1348 0.3117 -0.452 0.061 -0.289 0.295
H 10.2433 0.7859 -0.4659 0.100 0.001 -0.180 0.480
H 8.8897 1.1079 -1.5250 -0.353 -0.042 0.230 0.280
H 7.7949 8.5861 1.3453 0.061 0.524 0.684 0.553
H 9.3633 8.2334 0.7095 0.104 -0.259 -0.073 0.684
H 9.9616 6.7074 2.6046 -0.440 -0.626 0.162 0.361
H 8.2289 6.9568 3.2887 0.373 -0.794 0.088 0.253
H 10.0070 8.0659 4.5546 -0.566 0.265 0.316 0.356
H 8.7281 9.1565 3.7561 0.186 0.140 0.805 0.328
H 11.6642 8.8371 2.7329 -0.150 -0.534 0.353 0.356
H 10.9656 10.2062 3.5609 0.045 -0.182 0.322 0.373
H 10.3924 9.7646 2.0377 -0.261 -0.089 -0.191 0.309
H 5.8245 6.4565 1.9832 0.283 0.574 -0.006 0.467
H 6.9829 5.2117 2.0769 -0.332 -0.787 0.111 0.755
H 5.8925 4.2802 -0.0471 -0.638 -0.368 -0.342 0.042
H 4.6383 5.5707 -0.0220 0.631 0.416 -0.466 0.389
H 3.6792 4.8957 2.0216 -0.200 0.105 -0.293 -0.892
H 4.8904 3.7253 2.2515 -0.008 -0.318 0.215 0.585
H 2.9487 3.4766 -0.1035 0.019 0.369 -0.129 -0.347
H 2.8263 2.5530 1.3276 0.275 -0.024 0.275 0.462
H 4.2777 2.4536 0.2941 -0.094 -0.351 0.060 0.080
C -3.8620 -7.0500 4.9108 -1.153 0.397 0.846 -1.063
C -2.6136 -6.2681 4.6613 -0.010 -1.025 0.615 -0.612
C -1.8531 -6.9415 3.5417 -0.269 1.765 -1.078 -0.379
C -0.4866 -6.2903 3.2880 1.279 -1.313 -0.667 -1.141
P -0.0437 -5.9753 1.5487 -0.061 -0.152 0.291 0.816
C 0.2486 -7.5002 0.5715 -1.322 0.767 0.435 -1.039
C -1.0675 -8.2792 0.3217 0.716 -0.462 0.534 0.131
C -0.7861 -9.2897 -0.7557 -0.298 -1.425 -1.264 -0.760
C -1.1339 -8.8043 -2.1421 -0.742 1.162 0.178 -1.149
C -1.4588 -5.0822 0.8331 0.326 0.343 -0.506 -0.833
C -1.0725 -4.3468 -0.4574 -0.229 -0.007 -0.945 -0.203
C -2.0168 -4.5165 -1.6732 0.502 -1.302 0.562 -0.446
C -3.3842 -3.9810 -1.4323 -0.623 1.950 -0.756 -0.537
C 1.5059 -5.0052 1.4607 -1.110 0.539 -0.139 -1.350
C 1.3615 -3.5868 2.1166 1.477 -0.136 -1.486 -0.300
C 2.5335 -2.6139 1.6075 -0.942 0.809 1.702 0.254
C 2.5572 -1.2666 2.4553 -0.077 -1.355 0.172 -1.350
H -3.7742 -8.0921 5.2180 0.203 0.003 -0.322 0.453
H -4.5036 -6.9075 4.0412 -0.175 -0.572 -0.084 -0.036
H -4.3524 -6.5262 5.7314 -0.421 -0.225 0.143 0.457
H -2.0491 -6.2116 5.5920 0.239 0.217 -0.100 0.433
H -3.0397 -5.2977 4.4063 0.921 0.445 -0.227 0.171
H -2.4631 -6.6976 2.6719 -0.225 -0.277 -0.321 -0.011
H -1.8640 -8.0310 3.5720 0.437 0.106 0.453 0.614
H 0.2900 -7.0162 3.5292 0.261 -0.077 0.473 0.547
H -0.2179 -5.4014 3.8587 -0.489 0.106 0.061 0.572
H 0.9892 -8.1307 1.0634 -0.017 0.049 0.081 0.568
H 0.6599 -7.1816 -0.3863 0.108 0.119 -0.062 0.504
H -1.9356 -7.6834 0.0395 0.272 0.352 -0.210 0.158
H -1.3961 -8.7832 1.2306 0.264 -0.041 0.186 0.142
H -1.3901 -10.1902 -0.6444 0.069 -0.078 0.506 0.405
H 0.2477 -9.6249 -0.8392 0.160 -0.024 0.747 0.328
H -2.1142 -8.3351 -2.0599 -0.423 -0.197 -0.337 0.212
H -1.1885 -9.6003 -2.8848 0.329 0.251 -0.009 0.418
H -0.5058 -7.9589 -2.4231 0.399 -0.229 -0.487 0.280
H -1.7995 -4.3429 1.5579 0.006 -0.191 0.272 0.278
H -2.2910 -5.7569 0.6325 0.126 -0.169 0.239 0.915
H -0.0726 -4.6269 -0.7888 0.142 0.050 0.004 0.909
H -1.0572 -3.2809 -0.2296 0.262 0.171 -0.059 -0.441
H -2.1543 -5.5479 -1.9978 0.568 -0.385 0.161 0.292
H -1.5606 -4.0190 -2.5291 -0.029 0.045 0.177 -0.094
H -3.2466 -3.0388 -0.9018 -0.471 0.074 0.441 -0.048
H -4.2006 -4.5691 -1.0131 0.518 -0.341 0.327 -0.389
H -3.7518 -3.6408 -2.4004 -0.401 -0.126 -0.136 0.661
H 1.6686 -4.9567 0.3840 0.160 0.319 -0.139 0.434
H 2.3266 -5.6217 1.8273 -0.033 0.072 0.380 0.772
H 1.3053 -3.7619 3.1910 0.273 0.565 0.071 0.389
H 0.4475 -3.1081 1.7650 -0.232 -0.088 0.197 0.034
H 2.3226 -2.2851 0.5900 -0.141 -0.458 -0.162 -0.435
H 3.4995 -3.1183 1.6297 0.000 -0.007 0.047 0.623
H 3.1613 -0.4715 2.0181 -0.221 -0.093 -0.304 0.215
H 2.9580 -1.4147 3.4580 0.197 -0.313 0.002 0.466
H 1.5356 -0.9360 2.6424 -0.058 0.283 -0.436 0.285
C -3.6887 7.0954 4.4281 -0.669 -1.512 -0.654 -1.022
C -4.2452 5.8867 3.6111 -0.669 1.099 0.110 -0.962
C -3.1912 5.1732 2.8053 1.757 -0.504 -0.197 -0.464
C -2.3875 5.9930 1.6844 0.069 -1.479 -0.396 -0.849
P -1.1082 4.9881 0.7188 -2.355 -0.227 -0.421 -0.483
C 0.1789 4.5676 1.8701 0.235 0.030 0.219 -0.185
C 1.0653 5.7494 2.3161 -0.285 0.290 -0.172 -0.858
C 1.6274 5.5916 3.7254 -0.914 -0.684 -0.171 -0.866
C 2.5990 6.6520 4.0473 1.666 1.099 -0.385 -1.146
C -0.3525 5.9589 -0.6622 -1.850 -0.652 1.183 -1.045
C 0.6021 5.0920 -1.4550 0.050 0.132 1.599 1.817
C 1.4582 5.8603 -2.3854 0.712 0.008 -2.041 -0.838
C 0.7498 6.0756 -3.7143 -0.141 0.093 -0.831 -0.953
C -2.0631 3.4898 -0.0072 1.255 1.332 0.645 0.173
C -3.1810 3.8309 -0.9776 0.241 1.692 0.082 -0.696
C -3.9861 2.6558 -1.4763 1.643 -1.013 -0.616 -1.140
C -3.0199 1.5221 -1.9610 -0.849 -0.334 -0.188 -0.519
H -4.3812 7.3357 5.2349 0.029 0.354 -0.239 0.388
H -3.5816 7.8957 3.6960 0.335 0.343 0.586 0.282
H -2.7592 6.7690 4.8946 0.229 0.411 -0.087 0.245
H -5.0566 6.2376 2.9734 0.093 0.284 -0.372 0.411
H -4.8072 5.1883 4.2311 0.556 -0.312 0.303 0.414
H -3.5660 4.2179 2.4376 -0.383 0.265 -0.813 0.276
H -2.4701 4.7637 3.5127 0.434 0.359 0.297 0.329
H -1.7502 6.8215 1.9935 -0.611 0.307 0.559 0.696
H -3.1136 6.3127 0.9369 0.102 0.397 -0.053 0.730
H 0.7927 3.7804 1.4322 -0.131 -0.336 0.232 -0.327
H -0.4039 4.1855 2.7082 0.339 -0.368 0.246 1.017
H 0.5397 6.7024 2.3775 -0.540 0.027 -0.165 0.716
H 1.8186 5.9723 1.5604 0.344 -0.372 -0.039 0.358
H 2.0802 4.6179 3.9125 -0.166 -0.216 -0.128 0.378
H 0.7571 5.6903 4.3741 -0.019 -0.259 0.261 0.637
H 3.5582 6.4421 3.5739 0.373 -0.454 0.205 0.055
H 2.7903 6.7929 5.1111 -0.165 0.106 -0.116 0.394
H 2.4062 7.5967 3.5390 -0.702 0.329 0.493 0.337
H 0.1659 6.7656 -0.1440 0.009 0.239 -0.289 0.539
H -1.2643 6.3208 -1.1373 0.327 0.437 -0.621 0.755
H 0.1601 4.2548 -1.9952 -0.346 0.032 0.117 -0.449
H 1.2176 4.6746 -0.6581 0.361 -0.457 -0.192 -1.084
H 2.2850 5.1860 -2.6087 0.547 0.337 0.087 0.435
H 1.8398 6.8397 -2.0968 -0.003 -0.235 0.819 0.441
H 1.1897 6.8493 -4.3436 0.047 0.271 0.319 0.431
H -0.3013 6.3241 -3.5669 -0.086 0.055 -0.104 0.323
H 0.8188 5.1972 -4.3559 -0.285 -0.129 0.272 -0.083
H -2.4438 2.9271 0.8451 0.402 -0.266 0.006 0.941
H -1.2413 2.9987 -0.5282 -0.148 -0.678 0.229 -0.557
H -2.7458 4.3724 -1.8176 0.322 -0.407 -0.537 0.299
H -3.7992 4.6512 -0.6129 -0.494 -0.291 0.607 0.407
H -4.5549 3.0063 -2.3375 -0.325 -0.205 0.190 0.396
H -4.6250 2.1795 -0.7327 -0.184 0.450 0.111 0.314
H -2.3852 1.0655 -1.2015 -0.083 0.254 0.343 -0.022
H -2.3636 1.7685 -2.7957 -0.039 0.484 -0.089 0.150
H -3.6542 0.7112 -2.3189 0.002 -0.165 -0.139 0.557
C -7.1439 -6.7235 -2.5674 0.189 0.674 0.204 -1.296
C -7.6246 -5.5895 -1.6628 0.411 -0.725 1.137 -0.506
C -7.1276 -5.7545 -0.2122 1.084 -0.059 -0.307 0.205
C -7.9094 -4.9055 0.7521 -0.929 0.575 0.852 -1.551
P -7.2814 -4.7702 2.4699 0.602 0.508 -1.980 0.442
C -8.3945 -3.6710 3.3839 -0.561 -0.802 1.918 -1.130
C -8.3806 -3.7125 4.9784 0.633 -0.459 -0.062 -0.697
C -9.6936 -3.2962 5.7210 0.511 -1.340 -0.582 -0.722
C -10.0384 -1.8650 5.5118 -0.170 0.445 0.147 -1.143
C -5.6159 -4.1074 2.2743 0.680 0.956 0.253 -0.487
C -5.4377 -2.6481 1.6740 -1.617 -2.014 0.560 -0.924
C -4.0706 -2.0785 1.8068 1.439 0.026 -0.698 0.694
C -3.8344 -0.8829 0.8700 -0.380 -0.095 0.445 -1.801
C -7.1600 -6.4290 3.1563 -0.692 0.766 0.156 -0.591
C -8.5673 -6.9995 3.2512 -0.181 -2.052 0.236 -0.984
C -8.5439 -8.5178 3.7432 -0.730 1.584 1.299 -0.765
C -7.9053 -8.6836 5.1458 0.422 -1.055 -1.387 -0.962
H -6.0603 -6.7474 -2.6830 0.134 0.219 -0.006 0.246
H -7.5808 -6.5497 -3.5507 -0.009 -0.597 -0.002 0.401
H -7.4015 -7.6754 -2.1030 -0.367 -0.084 -0.435 0.377
H -8.7126 -5.6358 -1.6176 -0.073 0.424 -0.312 0.395
H -7.2395 -4.6099 -1.9463 -0.496 0.067 -0.537 0.376
H -6.0915 -5.4164 -0.1904 0.276 0.243 -0.062 -0.635
H -6.9930 -6.7969 0.0764 -0.728 -0.228 0.138 0.434
H -8.9704 -5.1536 0.7773 -0.090 -0.490 0.162 0.860
H -7.9809 -3.8770 0.3984 0.384 0.290 -0.147 0.677
H -9.3142 -4.1722 3.0822 -0.581 0.435 -0.086 0.546
H -8.4224 -2.6140 3.1190 0.210 -0.282 -0.702 0.725
H -7.5178 -3.1461 5.3291 -0.193 0.847 -0.088 0.507
H -8.0332 -4.6715 5.3628 -0.557 -0.631 -0.325 0.357
H -9.5743 -3.5735 6.7684 0.194 0.260 0.090 0.414
H -10.5316 -3.9132 5.3969 0.060 -0.280 -0.293 0.318
H -9.2291 -1.2806 5.9494 -0.133 0.515 -0.387 0.293
H -10.9801 -1.5758 5.9785 0.105 -0.093 0.193 0.405
H -10.1966 -1.7026 4.4457 0.313 0.448 -0.058 0.287
H -4.9847 -4.8067 1.7259 -0.122 -0.257 0.003 0.103
H -5.2697 -4.1137 3.3079 0.445 0.119 0.212 0.773
H -6.2202 -2.0976 2.1963 0.212 0.723 -0.162 0.514
H -5.7182 -2.6985 0.6220 -0.063 0.072 -0.093 0.150
H -3.2911 -2.7670 1.4807 -0.278 -0.799 -0.085 -0.941
H -3.7678 -1.9001 2.8385 -0.317 0.484 0.104 0.790
H -4.3859 -0.0446 1.2958 0.527 0.511 -0.243 0.587
H -4.2205 -1.0372 -0.1377 -0.390 -0.346 0.039 0.342
H -2.7661 -0.7523 0.6976 0.035 0.655 0.533 0.363
H -6.6628 -6.2667 4.1127 0.021 -0.566 0.162 0.576
H -6.6014 -7.0926 2.4962 0.461 0.324 0.026 0.730
H -9.0099 -7.0444 2.2561 -0.022 0.231 -0.141 0.242
H -9.2343 -6.3939 3.8647 0.087 -0.103 0.248 0.375
H -8.1323 -9.1821 2.9833 0.185 0.123 0.074 0.361
H -9.5792 -8.8064 3.9246 -0.170 -0.019 -0.589 0.403
H -8.0081 -9.7314 5.4279 -0.420 0.005 0.230 0.425
H -8.3812 -8.0606 5.9031 0.371 0.114 -0.078 0.285
H -6.8210 -8.6303 5.0486 0.157 0.792 0.476 0.112
N 0.1321 0.6439 0.4592 -1.772 -1.947 2.471 0.093
O 0.8798 1.3893 -0.0104 5.538 4.917 -5.086 -0.124
O -0.2832 0.9736 1.5504 -2.667 -0.886 2.918 -0.824
O -0.1341 -0.4159 -0.1117 -1.143 -2.134 -0.632 -0.292
```
Positions in Å, forces in eV/Å.

Output
Orbital gap   8.84 eV
Net charge   +4